[1]
C8H16N3O | ωB97M-V/def2-TZVPD

As for the HOMO energy (spin up / spin down): -0.2485 / -0.4636 Ha. The total charge is +1. Its expectation value of S² is 2.011. For the HOMO-LUMO gap (spin up / spin down), the calculation gives 0.093 / 0.133 hartree. As for the spin multiplicity: 3.

Geometry as XYZ:
```
28
Properties=species:S:1:pos:R:3:forces:R:3:nbo_charge:R:1
C 5.21134 -0.05480 -0.50060 5.36 -4.34 -1.22 -0.025
C 5.00935 1.25817 -0.79821 -1.38 1.82 -0.01 0.036
C 4.04585 -0.69707 -0.07776 -4.45 -0.09 1.14 0.429
C -3.66999 1.18182 -0.55978 2.24 -3.02 2.09 -0.596
C -3.72638 -0.31099 -0.01223 2.19 2.47 2.58 -0.372
C -2.34009 -0.53746 0.75988 -0.74 2.32 -2.70 -0.409
C -1.20939 -0.30988 -0.27012 -0.32 -0.45 -2.43 -0.452
C 0.20878 -0.44764 0.05620 -2.07 4.39 -6.37 -0.098
N 3.75584 1.43148 -0.52375 -0.33 0.33 0.20 -0.196
N 3.07419 0.24501 -0.10740 1.60 -0.98 0.08 -0.216
N 0.76596 -0.94615 1.05905 3.68 -3.78 7.08 -0.796
O 3.69225 -2.02074 0.21370 0.57 3.35 -0.87 -0.595
H 6.12671 -0.63826 -0.77852 -0.77 0.80 0.45 0.264
H 5.57593 2.07813 -1.18313 0.71 -0.01 -0.05 0.278
H -3.12450 1.21670 -1.44854 0.36 0.08 -1.72 0.201
H -4.60366 1.52688 -0.62949 -3.56 1.64 -0.66 0.209
H -3.09559 1.80892 0.12856 -0.26 -0.11 0.23 0.192
H -4.47953 -0.46467 0.75242 -0.40 0.51 0.15 0.198
H -3.90148 -1.08745 -0.66981 -0.12 -1.24 -2.05 0.199
H -2.34946 -1.51631 1.14077 0.33 -1.10 1.06 0.206
H -2.31960 0.31924 1.45047 0.20 -0.85 0.53 0.200
H -1.30948 0.70159 -0.84005 -0.08 -1.81 1.12 0.216
H -1.26068 -1.11514 -1.10495 -0.98 1.04 0.81 0.198
H 0.92480 -0.12932 -0.75296 -1.14 -0.41 0.81 0.151
H 3.37529 2.39107 -0.56483 -0.91 -1.02 0.19 0.462
H 4.37770 -2.56220 0.62819 0.39 0.27 -0.09 0.526
H 0.31624 -1.31879 1.93894 0.94 0.88 -1.76 0.409
H 1.78109 -0.82198 0.96289 -1.05 -0.66 1.42 0.378
```
Positions in Å, forces in eV/Å.

[2]
C3H10NO | ωB97M-V/def2-TZVPD

As for the HOMO energy: -0.5321 Ha. The total charge is +1. For the HOMO-LUMO gap, the calculation gives 0.239 hartree.

Geometry as XYZ:
```
15
Properties=species:S:1:pos:R:3:forces:R:3:nbo_charge:R:1
C 0.12589 -0.18029 1.60943 0.65 2.80 0.19 -0.234
O -0.43245 1.04271 2.09817 -0.85 -0.74 -0.69 -0.642
C -0.37161 -0.64768 0.30944 0.72 -3.45 1.41 0.397
C 0.52347 -1.30375 -0.64143 0.09 1.83 -0.48 -0.776
N -0.01520 1.40629 -1.84469 -0.20 -0.82 -0.91 -1.017
H -0.04035 -0.95424 2.37160 -0.21 -0.77 -0.37 0.298
H 1.19234 0.04944 1.60820 0.09 -0.42 -0.18 0.240
H -1.39384 1.03694 1.93176 0.33 0.23 0.40 0.478
H -1.42333 -0.95303 0.30392 -0.26 0.98 -0.63 0.231
H 0.74729 -2.34484 -0.36222 -0.37 -0.09 0.24 0.353
H 0.11273 -1.27094 -1.65283 -0.19 -0.40 0.01 0.311
H 1.47211 -0.76027 -0.67635 0.09 -0.25 0.14 0.280
H 0.61949 2.15569 -1.68846 0.39 0.68 0.31 0.388
H -0.31005 0.99350 -0.97455 -0.30 0.42 0.26 0.301
H -0.80648 1.73046 -2.39199 0.02 -0.01 0.30 0.392
```
Positions in Å, forces in eV/Å.

[3]
C23H26N4O4S | ωB97M-V/def2-TZVPD

As for the HOMO energy: -0.2886 Ha. For the HOMO-LUMO gap, the calculation gives 0.309 hartree.

Geometry as XYZ:
```
58
Properties=species:S:1:pos:R:3:forces:R:3:nbo_charge:R:1
C 4.82026 2.12907 -0.64928 0.16 -0.15 -0.12 -0.255
H 4.70665 1.09514 -0.31210 -0.01 -0.01 -0.01 0.184
O 3.81085 2.95014 -0.11178 -0.24 0.18 0.15 -0.493
C 2.51477 2.64984 -0.38116 -0.25 -0.05 -0.08 0.311
C 2.09027 1.64254 -1.24250 0.51 0.13 0.02 -0.276
C 0.73981 1.42087 -1.42937 -0.46 0.32 0.15 -0.163
C -0.21433 2.18208 -0.75780 0.76 0.08 -0.03 -0.146
C 0.22030 3.20023 0.09979 0.03 -0.15 -0.12 -0.149
C 1.56054 3.43377 0.27875 0.21 -0.04 -0.03 -0.260
H 1.91072 4.21320 0.93700 0.03 0.10 0.09 0.226
H -0.52173 3.78801 0.61583 -0.05 0.10 0.08 0.239
C -1.61929 1.89798 -0.92232 -0.91 -0.32 -0.21 0.053
N -2.50664 2.49374 -0.23109 0.55 0.40 0.44 -0.217
N -3.79501 2.13752 -0.40713 -0.13 -0.51 -0.89 -0.472
C -4.77326 2.54930 0.44328 -0.17 0.03 -0.11 0.646
O -4.64247 3.37050 1.31517 -0.08 0.13 0.24 -0.574
C -6.09586 1.81874 0.19252 0.28 -0.29 0.14 -0.604
H -6.26368 1.57770 -0.85478 -0.07 0.07 -0.02 0.248
H -6.91596 2.40863 0.59821 0.08 -0.03 -0.04 0.262
S -6.13270 0.25529 1.14580 -0.27 0.19 0.36 0.322
C -5.08777 -0.70199 0.16620 0.15 0.29 -0.79 0.294
N -4.65100 -0.43380 -1.03034 -1.04 0.53 0.78 -0.377
N -3.83244 -1.44968 -1.37773 0.76 -1.18 -0.25 -0.300
C -3.80929 -2.28551 -0.39594 0.04 0.09 -0.65 0.473
C -2.98634 -3.50648 -0.27443 0.11 0.02 0.36 -0.463
H -3.46946 -4.18550 0.42893 -0.01 -0.08 -0.10 0.236
H -2.91926 -3.97875 -1.25490 -0.09 -0.02 0.03 0.238
C -1.57481 -3.15256 0.22518 -0.09 -0.01 -0.24 -0.371
H -1.64612 -2.62897 1.18087 0.03 -0.04 0.06 0.207
H -1.02576 -4.08047 0.39376 0.03 0.01 0.07 0.213
C -0.80913 -2.28540 -0.77855 0.06 -0.06 0.32 -0.418
C 0.55540 -1.92958 -0.25857 -0.01 -0.11 -0.20 -0.039
C 1.68524 -2.58910 -0.70866 -0.18 0.10 0.02 -0.206
C 2.94126 -2.26742 -0.21945 0.39 0.05 0.10 -0.312
C 3.08127 -1.27762 0.74137 -0.18 -0.01 -0.05 0.342
C 1.94732 -0.60072 1.21698 0.16 -0.06 0.10 0.028
C 0.70919 -0.93881 0.70592 0.22 -0.18 0.02 -0.234
H -0.16115 -0.40711 1.06391 -0.13 0.12 0.06 0.211
C 2.10278 0.45283 2.26766 0.05 -0.04 -0.02 -0.651
H 1.17367 0.99850 2.40634 -0.06 0.05 0.02 0.220
H 2.39318 -0.00471 3.21316 0.03 0.04 0.11 0.220
H 2.88847 1.15201 1.99149 0.05 0.12 0.05 0.225
O 4.27914 -0.88105 1.27438 -0.38 0.13 0.08 -0.525
C 5.44036 -1.58613 0.91559 0.20 -0.11 -0.05 -0.253
H 5.36345 -2.64686 1.17518 -0.01 0.03 -0.03 0.179
H 5.66227 -1.49164 -0.15354 -0.03 -0.02 0.04 0.171
H 6.24849 -1.13365 1.48876 -0.01 -0.06 -0.06 0.201
H 3.80049 -2.79889 -0.59798 0.11 -0.03 -0.01 0.215
H 1.59582 -3.36316 -1.45725 -0.03 -0.08 -0.10 0.206
H -0.71834 -2.82823 -1.72110 -0.03 0.04 -0.08 0.207
H -1.37791 -1.37422 -0.97193 0.02 -0.02 -0.09 0.219
O -4.60076 -1.86918 0.62976 -0.07 0.12 0.17 -0.410
H -4.01109 1.39252 -1.08384 0.00 0.31 0.42 0.405
H -1.88997 1.12102 -1.65090 -0.03 0.04 0.02 0.162
H 0.42375 0.63250 -2.09720 -0.05 -0.11 -0.06 0.213
H 2.79895 1.01996 -1.76497 0.10 -0.06 -0.02 0.217
H 4.82780 2.16196 -1.74348 -0.01 0.00 0.04 0.174
H 5.75902 2.53155 -0.27174 -0.04 -0.06 -0.05 0.199
```
Positions in Å, forces in eV/Å.

Energy relative to the best compared isomer or geometry (same formula, charge and spin) readings, ordered: 2.029 3.835 3.405 eV